(1)
This record from the OMol25 dataset describes 13 unconnected molecules or ions with the total composition C19H64N2O13. The level of theory is ωB97M-V with the def2-TZVPD basis set.

The LUMO energy is 0.172 eV. Its net charge is 0. As for the frontier orbital gap: 0.317 Eh. Its total energy is -1849.72390 Eh. The calculation puts the HOMO energy at -0.3104 hartree.

Element x y z (Å)
C1 5.27800 22.94400 11.44100
C2 4.91800 21.80800 10.46700
O1 5.80400 21.91800 9.41300
H1 4.53700 23.14400 12.21300
H2 5.30000 23.88700 10.85200
H3 6.26800 22.88400 11.80400
H4 3.87300 21.93200 10.17900
H5 5.01500 20.91100 10.95300
H6 5.41700 21.64800 8.56500
C3 6.22100 17.43000 11.49700
C4 6.41200 18.66200 10.61100
O2 7.42700 18.37200 9.64700
H7 5.36600 17.57100 12.13600
H8 7.09600 17.20500 12.09400
H9 6.00400 16.56500 10.85100
H10 6.71200 19.50300 11.25200
H11 5.47100 18.84700 10.05300
H12 7.09000 18.62600 8.75900
C5 -1.04500 19.70400 7.99000
C6 -0.92300 18.21700 8.24300
O3 0.14000 17.90300 9.08800
H13 -1.74500 19.91900 7.18900
H14 -0.16600 20.17700 7.68800
H15 -1.47100 20.21500 8.81300
H16 -0.61900 17.76600 7.31100
H17 -1.84900 17.70000 8.57400
H18 0.16800 16.92900 9.28900
C7 -1.01500 18.92900 4.65400
C8 -1.73000 20.22000 4.14500
O4 -0.93100 20.85300 3.24600
H19 -0.85400 18.28300 3.77300
H20 -1.65600 18.45900 5.32400
H21 -0.17200 19.10300 5.24300
H22 -1.96000 20.87400 4.96800
H23 -2.63400 19.92400 3.56300
H24 -1.41200 21.44300 2.64100
C9 1.23500 22.42500 10.93400
C10 0.25600 21.23700 11.01000
O5 0.97100 20.20400 10.40600
H25 1.55600 22.68200 9.96400
H26 2.20900 22.37300 11.47400
H27 0.75100 23.30000 11.36200
H28 -0.62300 21.47300 10.40400
H29 -0.16200 20.93500 12.00000
H30 0.39500 19.46100 10.12900
C11 4.35100 14.30000 9.80200
C12 3.57700 15.60500 9.81400
O6 3.18100 15.86100 11.14600
H31 3.86400 13.47200 10.27900
H32 5.30100 14.39900 10.32500
H33 4.61300 13.90700 8.80500
H34 2.71100 15.48300 9.21400
H35 4.14500 16.45200 9.48900
H36 3.31100 16.80400 11.43600
C13 6.19100 20.10700 6.84900
O7 6.49000 18.85000 7.34000
N1 5.01800 20.66800 6.91700
N2 7.06600 20.84700 6.15200
H37 4.23900 20.23100 7.53200
H38 4.80600 21.51200 6.38800
H39 7.96600 20.45900 5.93400
H40 6.89400 21.68400 5.60800
C14 2.99100 23.40400 7.54300
O8 1.97900 22.44500 7.41100
H41 3.05200 23.99200 6.63600
H42 3.89100 22.75500 7.73200
H43 2.76300 24.12900 8.32100
H44 2.02700 21.91000 6.63800
C15 2.73700 18.68800 12.75300
O9 3.22700 18.61800 11.41100
H45 1.69100 18.92800 12.86300
H46 3.27000 19.44600 13.27100
H47 2.95800 17.77300 13.32900
H48 2.66200 19.15500 10.84400
C16 6.29600 15.32100 7.20100
O10 5.45300 16.42000 7.24300
H49 7.02600 15.38100 6.45300
H50 5.77200 14.35600 7.01900
H51 6.83300 15.19000 8.13500
H52 5.89200 17.25600 7.33400
C17 1.84700 16.12100 5.96800
O11 1.79300 15.16700 4.91300
H53 1.52000 15.70800 6.94100
H54 1.10100 16.83800 5.76100
H55 2.82600 16.55400 6.10100
H56 1.74000 15.66600 4.10600
C18 2.82100 18.51700 7.90400
O12 3.19100 19.69200 8.63300
H57 1.96100 18.80300 7.20500
H58 2.49000 17.79400 8.57400
H59 3.60100 18.07700 7.24100
H60 2.38000 20.10200 8.97500
C19 2.12600 20.25400 4.60600
O13 1.09400 21.11400 5.02900
H61 2.89500 20.33600 5.37600
H62 2.53500 20.47200 3.62800
H63 1.84600 19.16300 4.57700
H64 0.24600 20.85700 4.58200

***

(2)
This record from the OMol25 dataset describes 13 unconnected molecules or ions with the total composition C19H64N8O13. The level of theory is ωB97M-V with the def2-TZVPD basis set.

The LUMO energy is -0.363 eV. Its net charge is 0. As for the frontier orbital gap: 0.299 Eh. Its total energy is -2178.22953 Eh. The calculation puts the HOMO energy at -0.3124 hartree.

Element x y z (Å)
C1 2.79580 19.16935 11.67955
C2 2.61759 20.60731 12.11749
O1 1.89395 21.41787 11.22679
H1 3.37498 18.61499 12.38998
H2 3.33280 19.28165 10.70862
H3 1.84668 18.63810 11.48768
H4 3.63002 21.06595 12.18436
H5 2.15456 20.64518 13.11366
H6 1.53410 22.20610 11.67429
C3 -1.01155 21.02288 6.17448
C4 -1.77389 21.99169 5.28432
O2 -1.59752 23.30794 5.69165
H7 0.10484 21.26994 6.37229
H8 -1.03446 20.06520 5.62882
H9 -1.41926 20.88101 7.20138
H10 -2.75029 21.80492 5.12514
H11 -1.27833 21.78850 4.32252
H12 -2.44492 23.70252 5.62880
C5 -1.82315 21.04846 12.39304
C6 -1.18533 19.94990 13.16792
O3 -2.14310 18.96479 13.15403
H13 -1.92672 20.87284 11.31920
H14 -1.30502 21.96853 12.45092
H15 -2.79432 21.24703 12.77495
H16 -0.91163 20.09811 14.13555
H17 -0.29168 19.62179 12.63013
H18 -2.05867 18.34447 13.92858
C7 -0.81034 16.49215 12.05164
C8 -0.58646 15.01121 11.73777
O4 -1.00807 14.37580 12.88387
H19 0.03300 17.09345 11.71051
H20 -0.82109 16.77043 13.08211
H21 -1.69772 16.89615 11.51149
H22 0.41522 14.75812 11.47730
H23 -1.14412 14.74153 10.87894
H24 -0.81349 14.87106 13.66517
C9 -0.30800 19.70485 9.33499
C10 -0.17753 18.49472 8.48518
O5 -0.74662 17.42795 9.20054
H25 0.17720 20.49820 8.81239
H26 0.18226 19.56227 10.33337
H27 -1.34516 19.94739 9.49646
H28 0.81241 18.22927 8.33694
H29 -0.65204 18.58671 7.49494
H30 -1.66953 17.48362 9.08789
C11 1.41326 17.70842 5.43969
C12 2.70515 18.04129 4.70092
O6 3.29477 16.90582 4.13658
H31 0.94792 18.59694 5.80194
H32 1.52873 17.06408 6.27994
H33 0.74551 17.27780 4.76051
H34 3.37822 18.45289 5.44029
H35 2.62025 18.79109 3.96036
H36 3.73114 17.25949 3.38127
C13 -3.34283 17.15656 7.75561
O7 -3.01563 17.24462 6.42534
N1 -3.47432 18.09470 8.57513
N2 -3.43991 15.90771 8.31449
H37 -3.32873 19.01625 8.20434
H38 -3.87712 17.99178 9.49407
H39 -3.18529 15.08512 7.80315
H40 -3.56661 15.61984 9.32276
C14 2.82441 15.84330 8.91890
O8 2.34635 15.21425 7.75304
N3 4.08430 15.97091 9.24439
N4 2.01947 16.40570 9.78660
H41 4.81359 15.84685 8.47184
H42 4.45131 16.45511 10.11453
H43 1.04722 16.57746 9.49202
H44 2.35886 16.49527 10.72233
C15 2.31074 21.33154 7.65516
O9 2.52025 20.63467 6.44290
N5 1.94967 22.55485 7.74895
N6 2.61603 20.81260 8.83095
H45 1.61108 22.94328 6.79869
H46 2.15903 23.15232 8.52196
H47 2.84039 19.86221 8.76270
H48 2.23055 21.11037 9.71075
C16 -4.25304 21.38037 8.05866
O10 -5.57172 21.62171 8.50095
N7 -3.28676 22.16481 8.34081
N8 -3.93282 20.41557 7.23921
H49 -3.58032 22.95700 8.95396
H50 -2.31028 22.00399 8.47365
H51 -4.70214 19.79188 6.94530
H52 -3.20345 20.50186 6.61077
C17 -0.67874 15.12972 6.84340
O11 0.35200 14.26722 6.40853
H53 -1.59436 14.92335 6.29746
H54 -0.45838 16.16517 6.64348
H55 -0.94333 14.95843 7.87712
H56 1.14477 14.43786 6.94943
C18 5.06222 18.98887 8.06004
O12 3.74534 18.43065 7.94051
H57 5.33663 19.13686 9.08903
H58 5.07673 19.98026 7.56170
H59 5.80684 18.35637 7.58984
H60 3.71791 17.61575 8.40671
C19 -0.54861 23.26860 9.98855
O13 -0.47060 22.98660 8.61550
H61 -0.39041 22.31435 10.50999
H62 -1.65172 23.50031 10.07955
H63 0.14960 23.99012 10.42794
H64 0.40346 22.74496 8.36312